w:
This record from OMol25 describes an isolated molecule of C19H24N4O3. The level of theory is wB97M-V/def2-TZVPD.

ORCA input file:
```
! wB97M-V def2-TZVPD RIJCOSX def2/J DEFGRID3
* xyz 0 1
O 1.025 2.013 1.577
O -3.476 0.675 -0.987
O -1.904 -3.197 -1.678
N -0.509 0.415 0.943
N 0.980 -1.530 2.215
N 2.924 -1.396 3.254
N -1.499 -0.311 -1.465
C -1.638 1.198 0.459
C 4.944 -0.688 4.225
C -2.798 -2.239 -2.235
C 4.662 0.657 3.809
C 0.004 -2.261 -5.753
C -0.807 -1.343 -3.545
C -1.191 -2.076 -4.826
C 1.899 -2.206 2.851
C 3.527 0.944 3.128
C 1.399 -0.229 2.187
C -2.299 0.484 -0.727
C -1.504 5.464 2.973
C 0.627 0.862 1.556
C 2.615 -0.109 2.832
C -1.991 -1.012 -2.643
C -1.363 3.629 1.055
C -1.298 2.633 -0.011
C 4.082 -1.685 3.946
C -1.439 4.463 1.913
H -0.707 -0.555 1.151
H -0.546 -0.446 -1.172
H -2.415 -3.874 -1.227
H 0.793 -2.832 -5.258
H -1.978 -1.518 -5.343
H 5.850 -0.916 4.768
H -0.273 -2.794 -6.663
H -3.552 -1.928 -1.509
H 4.226 -2.718 4.227
H -0.305 -0.405 -3.799
H 5.370 1.439 4.046
H -0.314 2.642 -0.478
H -0.518 5.636 3.406
H 0.427 -1.298 -6.044
H -2.678 -0.336 -3.158
H -0.094 -1.953 -2.983
H -1.877 6.416 2.593
H -2.414 1.275 1.224
H -1.610 -3.052 -4.574
H -2.170 5.141 3.774
H -3.307 -2.647 -3.114
H 3.269 1.938 2.795
H -2.040 2.890 -0.770
H 1.892 -3.264 3.055
*
```

Calculated values
HOMO-LUMO gap = 8.6 eV
LUMO = 0.42 eV
HOMO energy = -8.15 eV
SMILES string = CC#CC[C@H](NC(=O)c1ncn2ccccc12)C(=O)N[C@H](CO)CCC


x:
This record from OMol25 describes an isolated molecule of C19H24N4O3. The level of theory is wB97M-V/def2-TZVPD.

ORCA input file:
```
! wB97M-V def2-TZVPD RIJCOSX def2/J DEFGRID3
* xyz 0 1
O -0.241 -3.248 -4.084
O 1.847 -5.269 -1.949
O 1.686 2.150 -0.933
N 0.655 -2.594 -2.123
N 2.928 -7.313 -1.460
N -0.049 0.698 -0.789
N 1.409 -6.994 -3.235
C 2.145 -6.596 -2.141
C -0.164 3.214 3.886
C -0.502 3.075 -0.576
C -1.441 4.921 2.135
C 0.403 -3.517 -3.076
C 1.236 -2.779 -0.784
C 0.191 -1.229 -2.338
C 0.497 1.948 -0.779
C -0.360 4.172 1.683
C 0.670 -5.933 -3.712
C -1.899 4.833 3.445
C 0.279 3.315 2.576
C -0.670 -1.827 0.573
C 0.083 4.236 0.245
C 0.709 -0.488 -1.105
C -3.082 5.640 3.906
C -1.246 3.968 4.318
C 0.931 -4.885 -2.927
C 0.716 -1.570 -0.010
H -2.920 6.042 4.907
H -0.242 5.184 -0.185
H 0.024 -5.987 -4.570
H 1.407 -1.299 0.789
H 1.132 2.736 2.242
H -1.390 -2.097 -0.204
H 0.913 -3.719 -0.344
H 1.169 4.198 0.164
H -3.983 5.023 3.944
H -1.427 2.706 -0.130
H -3.279 6.473 3.232
H -1.046 0.619 -0.686
H -1.582 3.891 5.346
H -0.902 -1.197 -2.397
H 0.577 -0.825 -3.273
H 3.352 -6.783 -0.707
H -1.937 5.599 1.447
H 1.434 -7.930 -3.593
H 1.729 -0.148 -1.277
H 0.342 2.553 4.578
H 2.327 -2.784 -0.833
H -0.639 -2.650 1.287
H -0.747 3.418 -1.585
H -1.042 -0.948 1.102
*
```

Calculated values
HOMO-LUMO gap = 8.9 eV
LUMO = 0.57 eV
HOMO energy = -8.30 eV
SMILES string = [H]/N=c1/[nH]cc(C(=O)N2C[C@H](C)[C@H](NC(=O)CCc3cccc(C)c3)C2)o1


Short version: w is the least stable of them.


w:
This record from OMol25 describes an isolated molecule of C7H14N2O3. The level of theory is wB97M-V/def2-TZVPD.

ORCA input file:
```
! wB97M-V def2-TZVPD RIJCOSX def2/J DEFGRID3
* xyz 0 1
O -1.062 -3.098 1.818
O 0.000 -1.269 2.587
O 1.029 -2.277 0.017
N -0.501 -2.040 1.858
N 0.058 -1.528 0.303
C 2.313 -0.014 0.585
C -0.013 -0.264 -0.086
C -2.642 -0.086 0.161
C -1.223 1.977 0.069
C 1.790 0.035 -1.857
C 1.288 0.337 -0.441
C -1.319 0.450 -0.233
H -1.419 0.493 -1.358
H 1.834 -0.997 -2.206
H -1.265 1.881 1.180
H 3.409 0.442 0.355
H -3.016 0.056 1.189
H -0.287 2.475 -0.284
H 1.156 0.616 -2.527
H 2.459 -1.067 0.548
H 2.730 0.467 -1.945
H 1.970 0.215 1.525
H -2.866 -1.153 -0.038
H -2.072 2.521 -0.267
H 1.021 1.441 -0.547
H -3.371 0.387 -0.406
*
```

Calculated values
HOMO-LUMO gap = 8.2 eV
LUMO = -0.23 eV
HOMO energy = -8.45 eV
SMILES string = CC(C)C(C(C)C)=[N+]([O-])[N+](=O)[O-]


x:
This record from OMol25 describes a structure of composition C7H14N2O3. The level of theory is wB97M-V/def2-TZVPD.

ORCA input file:
```
! wB97M-V def2-TZVPD RIJCOSX def2/J DEFGRID3
* xyz 0 1
O 0.011 -0.997 1.979
O -1.065 -1.307 -2.076
O -1.633 -0.416 3.429
N -1.177 -0.370 2.300
N 0.289 -0.712 0.250
C -0.989 -0.029 -0.052
C 2.570 0.004 1.215
C -1.651 0.303 1.267
C -1.800 -1.027 -0.869
C -2.932 1.067 1.109
C 1.490 0.127 0.160
C 1.942 -0.224 -1.277
H -3.167 1.634 2.040
H 2.231 0.300 2.228
H -2.049 -2.027 -0.305
H 2.576 0.585 -1.544
H -0.730 0.966 -0.530
H 3.367 0.665 0.937
H -1.198 -2.258 -2.404
H -2.721 1.736 0.352
H 1.022 -0.204 -1.891
H -3.670 0.402 0.742
H -2.660 -0.445 -1.281
H 2.440 -1.116 -1.319
H 1.090 1.219 -0.003
H 2.980 -0.981 1.247
*
```

Calculated values
HOMO-LUMO gap = 8.6 eV
LUMO = 0.33 eV
HOMO energy = -8.29 eV


Short version: w is the least stable of them.


w:
This record from OMol25 describes a cluster of 2 separate species, CH2FN5 in total. The level of theory is wB97M-V/def2-TZVPD.

ORCA input file:
```
! wB97M-V def2-TZVPD RIJCOSX def2/J DEFGRID3
* xyz 0 1
F -1.244 -2.047 0.244
N -1.832 0.603 -0.022
N 1.553 -0.167 -0.350
N 3.644 0.848 0.252
N 0.450 0.178 0.008
N -0.628 -0.296 0.150
C 2.690 0.360 -0.163
H -2.249 0.202 -0.866
H -2.383 0.319 0.747
*
```

Calculated values
HOMO-LUMO gap (alpha / beta) = 8.4 / 8.0 eV
LUMO (alpha / beta) = -1.73 / -2.38 eV
HOMO energy (alpha / beta) = -10.13 / -10.42 eV


x:
This record from OMol25 describes a cluster of 2 separate species, CH2FN5 in total. The level of theory is wB97M-V/def2-TZVPD.

ORCA input file:
```
! wB97M-V def2-TZVPD RIJCOSX def2/J DEFGRID3
* xyz 0 1
F -0.503 1.514 0.322
N -2.518 -0.258 0.099
N -1.459 -0.788 -0.259
N -3.218 1.932 -0.761
N -1.002 -1.842 -0.095
N -0.170 -2.649 0.211
C -2.894 0.876 -0.405
H -1.094 2.179 -0.038
H -0.145 -3.337 -0.430
*
```

Calculated values
HOMO-LUMO gap = 9.1 eV
LUMO = -0.60 eV
HOMO energy = -9.72 eV
SMILES string = [H]/N=N/N=N/C#N.F


Short version: w is the least stable of them.


w:
This record from OMol25 describes a structure of composition C41H44BaF3N7O2S2Sb. The level of theory is wB97M-V/def2-TZVPD.

ORCA input file:
```
! wB97M-V def2-TZVPD RIJCOSX def2/J DEFGRID3
* xyz -1 1
Ba -0.017 -0.325 -0.064
Sb -1.704 -3.262 0.595
S -0.051 -0.307 3.195
S -2.369 -1.798 -2.254
F -5.323 -1.700 -2.791
F -5.027 -0.930 -4.789
F -6.345 0.085 -3.411
O 0.772 -1.115 2.290
O -0.969 -1.002 4.065
N 2.485 -1.957 -0.209
N 4.428 -0.632 0.287
N -1.921 0.778 -2.033
N -2.404 1.915 1.334
N 1.158 4.571 1.037
N 3.716 0.289 0.700
N -0.686 0.734 2.221
C 0.672 4.133 2.329
C -1.137 -4.587 2.226
C -4.199 1.669 -3.284
C -2.828 -0.138 -2.438
C 2.781 3.740 -2.957
C 2.192 1.161 3.652
C 3.864 2.758 6.660
C 1.320 6.006 1.002
C 5.794 1.647 0.872
C -1.540 -4.851 -0.848
C -1.764 1.559 2.455
C 2.930 2.363 -3.034
C -3.174 2.962 3.783
C 1.943 -3.176 -0.243
C -3.804 -3.485 0.934
C 4.533 -2.989 0.493
C -5.154 -0.576 -3.484
C -3.406 2.782 1.427
C 1.171 3.426 -1.178
C 2.907 1.963 5.814
C 1.259 2.018 -1.241
C 1.102 0.539 4.246
C 3.755 -1.882 0.172
C 3.945 -4.237 0.478
C 0.908 0.613 5.615
C 3.606 2.647 1.085
C 3.087 1.868 4.435
C -4.031 0.316 -3.033
C 0.339 4.061 -0.083
C 2.615 -4.335 0.105
C 6.372 2.886 1.078
C 2.175 1.546 -2.197
C -2.127 2.067 3.710
C -3.223 2.575 -2.911
C 5.573 4.009 1.276
C 4.404 1.536 0.869
C -3.835 3.341 2.620
C 1.892 4.265 -2.029
C 4.192 3.890 1.278
C 1.814 1.324 6.390
C -2.108 2.068 -2.261
H 4.820 2.890 6.155
H 1.772 5.344 -1.966
H 2.019 6.324 1.781
H -1.592 1.761 4.599
H 7.450 2.982 1.086
H 2.334 0.468 -2.309
H -4.657 4.043 2.630
H -0.346 3.305 0.306
H 0.596 3.046 2.345
H 4.512 -5.118 0.752
H -1.580 -5.574 2.087
H 3.348 4.397 -3.609
H 6.400 0.765 0.718
H 0.914 -3.238 -0.586
H -0.283 4.881 -0.478
H -1.312 2.719 -1.917
H -3.470 3.370 4.742
H -2.156 -5.678 -0.494
H 1.375 4.432 3.112
H -4.040 -4.536 1.099
H 6.034 4.977 1.430
H -5.106 2.008 -3.769
H -0.050 -4.675 2.264
H 3.935 2.353 3.964
H -3.891 3.041 0.491
H 3.549 4.749 1.417
H -4.335 -3.109 0.060
H 2.097 -5.283 0.069
H 3.623 1.929 -3.749
H 5.567 -2.834 0.765
H 1.726 6.317 0.040
H 1.669 1.379 7.463
H -0.320 4.550 2.583
H -3.317 3.634 -3.101
H -1.472 -4.161 3.172
H 0.061 0.108 6.060
H 0.367 6.544 1.162
H 4.048 2.268 7.617
H 2.530 2.545 1.063
H 3.462 3.752 6.871
H -4.091 -2.905 1.810
H -1.876 -4.535 -1.834
H -0.505 -5.190 -0.913
H 2.341 1.079 2.582
*
```

Calculated values
HOMO-LUMO gap = 5.8 eV
LUMO = 1.52 eV
HOMO energy = -4.31 eV


x:
This record from OMol25 describes a structure of composition C41H44BaF3N7O2S2Sb. The level of theory is wB97M-V/def2-TZVPD.

ORCA input file:
```
! wB97M-V def2-TZVPD RIJCOSX def2/J DEFGRID3
* xyz -1 1
Ba 0.630 0.261 0.154
Sb -2.758 -2.042 -1.815
S -1.046 1.069 -3.198
S 0.594 -1.983 1.655
F -0.298 1.516 -7.559
F 0.075 2.423 -5.658
F -1.937 1.879 -6.229
O -0.322 -1.329 2.557
O 1.956 -1.458 1.643
N -1.385 1.061 1.596
N 0.046 1.908 3.274
N 0.011 -1.927 0.205
N 1.193 -1.226 -1.632
N -1.391 4.939 0.121
N -0.729 -1.449 -3.871
N 1.118 1.623 2.627
C 2.911 -2.550 -2.610
C -4.364 -2.794 -0.496
C 2.876 3.401 -0.034
C 3.494 4.601 -0.370
C -0.490 0.088 -5.683
C -1.189 4.352 1.425
C 2.709 -3.527 -1.637
C -0.730 -0.171 -4.300
C 0.947 -2.171 -0.731
C 4.704 3.036 4.230
C 0.525 -6.115 3.607
C 3.489 1.579 2.756
C 0.791 4.208 -0.842
C -2.565 0.563 1.290
C 1.734 -4.102 3.052
C -0.725 4.178 -0.939
C -4.095 -0.499 -2.562
C -3.562 0.301 2.216
C -0.552 -5.638 2.868
C -0.139 -2.254 -6.037
C 2.778 5.586 -1.021
C 1.520 3.156 -0.267
C 4.684 2.005 3.299
C -0.182 -0.955 -6.530
C -0.443 -2.429 -4.697
C -3.497 -3.361 -3.406
C 1.435 5.374 -1.264
C 2.122 -1.421 -2.550
C -3.332 0.646 3.545
C -0.651 1.464 -6.246
C 1.719 -3.349 -0.707
C -2.124 1.213 3.877
C 3.512 3.637 4.609
C -1.074 6.349 0.134
C 0.448 -7.456 4.280
C 0.658 -3.655 2.313
C 2.311 3.215 4.081
C -0.490 -4.417 2.222
C -1.135 1.367 2.882
C 1.666 -5.326 3.697
C 2.274 2.171 3.139
H 3.677 -2.658 -3.362
H -0.588 -7.720 4.485
H 5.638 3.361 4.666
H -4.580 -3.428 -3.339
H -3.080 -4.362 -3.345
H 1.528 -4.079 0.065
H 0.874 6.132 -1.792
H 5.610 1.530 3.001
H -3.231 -2.933 -4.366
H 1.385 3.676 4.384
H -4.264 -3.869 -0.366
H -5.338 -2.584 -0.928
H -0.467 -3.418 -4.251
H 3.340 -4.406 -1.598
H -1.746 4.932 2.162
H 3.532 4.446 5.327
H -0.039 6.558 0.435
H -1.247 6.758 -0.859
H -4.291 0.247 -1.799
H 2.612 -3.478 3.120
H 3.446 0.747 2.067
H 4.539 4.752 -0.132
H 0.087 -3.089 -6.682
H 3.480 2.643 0.454
H 3.255 6.506 -1.332
H -2.730 0.357 0.238
H -4.093 0.468 4.294
H -5.030 -0.953 -2.876
H -1.739 6.851 0.838
H -1.571 3.336 1.397
H -4.307 -2.325 0.481
H -4.486 -0.161 1.908
H 2.506 -5.666 4.286
H -1.330 -4.035 1.660
H -1.070 3.137 -0.863
H -3.626 -0.013 -3.408
H 2.270 -0.593 -3.234
H -1.057 4.603 -1.891
H 0.867 -8.230 3.636
H 1.012 -7.454 5.210
H -1.455 -6.228 2.815
H 0.017 -0.756 -7.574
H -0.129 4.317 1.720
H -1.902 1.518 4.886
*
```

Calculated values
HOMO-LUMO gap = 4.7 eV
LUMO = 0.99 eV
HOMO energy = -3.74 eV


Short version: x is the least stable of them.


w:
This record from OMol25 describes a structure of composition C6H10N2O3. The level of theory is wB97M-V/def2-TZVPD.

ORCA input file:
```
! wB97M-V def2-TZVPD RIJCOSX def2/J DEFGRID3
* xyz 0 1
O -1.329 -0.872 0.636
O 0.669 -2.012 0.262
O 2.995 -1.571 0.159
N 1.843 -1.114 0.203
N 1.016 2.412 -0.666
C 3.178 1.685 0.630
C -0.675 -1.238 -1.654
C 1.690 1.468 -0.078
C -0.316 -1.056 -0.231
C 1.337 0.058 -0.056
C -0.700 -0.872 1.970
H 0.149 -1.612 2.060
H -1.542 -1.274 2.580
H -1.397 -2.004 -1.698
H 3.341 1.570 1.668
H 1.293 3.328 -0.393
H 0.258 -1.530 -2.271
H 3.567 2.692 0.428
H -0.494 0.062 2.287
H -1.086 -0.348 -2.072
H 3.917 0.983 0.175
*
```

Calculated values
HOMO-LUMO gap = 8.9 eV
LUMO = -0.15 eV
HOMO energy = -9.02 eV


x:
This record from OMol25 describes a cluster of 2 separate species, C6H10N2O3 in total. The level of theory is wB97M-V/def2-TZVPD.

ORCA input file:
```
! wB97M-V def2-TZVPD RIJCOSX def2/J DEFGRID3
* xyz 0 1
O -1.345 0.562 -0.210
O 2.160 -1.349 0.322
O 1.213 0.475 0.677
N 2.422 -2.576 0.806
N 1.845 -1.384 -1.003
C 1.921 -2.631 -1.342
C 2.288 -3.389 -0.196
C 0.209 1.043 1.458
C -1.458 2.779 0.710
C -0.936 1.556 0.623
C -2.379 0.872 -1.122
H 0.640 1.870 2.049
H 0.745 -0.141 0.037
H -2.307 3.111 0.119
H -0.201 0.316 2.195
H -3.310 1.132 -0.590
H -2.083 1.711 -1.768
H -1.028 3.498 1.415
H -2.554 -0.038 -1.733
H 2.450 -4.466 -0.074
H 1.708 -2.949 -2.371
*
```

Calculated values
HOMO-LUMO gap = 9.7 eV
LUMO = 0.76 eV
HOMO energy = -8.91 eV
SMILES string = C=C(CO)OC.c1cnon1


Short version: w is the least stable of them.